Below is C40H28ClF15GeN6OSSn as an isolated structure, with properties calculated with ωB97M-V/def2-TZVPD.

## Properties
total charge = 0
HOMO = -7.960 eV
max |F| = 0.25 eV/A
LUMO energy = -0.5 eV

Geometry (Å):
Sn1 1.148185 -1.258870 -1.951579
N1 1.764239 -1.946430 0.328283
C1 0.948736 -2.949421 1.034473
C2 0.109418 -3.768547 0.068322
N2 -0.727705 -2.978690 -0.842632
C3 -1.729894 -2.156069 -0.158434
C4 -1.960198 -0.843625 -0.891749
N3 -0.692192 -0.100344 -0.963508
C5 -1.318282 -3.898457 -1.817796
C6 -2.064000 -3.280443 -2.991217
N4 -1.275262 -2.283847 -3.714017
H1 2.749221 -2.185533 0.338200
H2 1.698630 -1.039905 0.791792
H3 0.338773 -2.430847 1.773312
H4 1.581303 -3.647772 1.585322
H5 -0.497610 -4.477654 0.652201
H6 0.780124 -4.363466 -0.557579
H7 -1.375977 -1.905295 0.842924
H8 -2.681700 -2.693346 -0.043709
H9 -2.722320 -0.276335 -0.359548
H10 -2.310223 -1.004681 -1.906266
H11 -0.395430 0.140514 0.000834
H12 -0.835597 0.791511 -1.429986
H13 -2.031427 -4.573391 -1.317583
H14 -0.507711 -4.525849 -2.198383
H15 -2.977172 -2.796293 -2.643972
H16 -2.387638 -4.122924 -3.614500
H17 -1.846362 -1.810003 -4.403570
H18 -0.507565 -2.714961 -4.216968
Cl1 3.282811 6.078879 -1.634891
C7 2.913226 4.382307 -1.487342
C8 2.627549 3.841309 -0.231162
C9 2.347525 2.504536 -0.105559
C10 2.323559 1.642549 -1.223532
O1 2.079612 0.368630 -1.004561
C11 2.594027 2.207912 -2.489075
C12 2.651467 1.454145 -3.724163
N5 2.215933 0.267497 -3.911677
C13 2.334548 -0.271579 -5.207559
C14 1.891106 0.391488 -6.321899
C15 1.988220 -0.181635 -7.608719
C16 2.523396 -1.424611 -7.771522
C17 2.982137 -2.144006 -6.639419
C18 3.548433 -3.434755 -6.742405
C19 3.979004 -4.074433 -5.619811
C20 3.845443 -3.413670 -4.377673
N6 3.329699 -2.222540 -4.235349
C21 2.885865 -1.578088 -5.349634
C22 2.907459 3.576645 -2.591137
H19 2.629416 4.485316 0.638821
H20 2.108571 2.067032 0.855577
H21 3.136872 1.976192 -4.557068
H22 1.425667 1.362600 -6.205045
H23 1.624611 0.373587 -8.463341
H24 2.607158 -1.874003 -8.753111
H25 3.637644 -3.895777 -7.719018
H26 4.422681 -5.059386 -5.665636
H27 4.186645 -3.900763 -3.469519
H28 3.139028 3.994725 -3.563487
F1 0.041176 3.817307 5.368416
C23 0.361632 2.628327 5.904116
C24 -0.079815 1.445141 5.338789
C25 0.354996 0.279466 5.950646
F2 0.006800 -0.915576 5.454598
C26 1.150160 0.276191 7.080183
F3 1.537435 -0.868624 7.648192
C27 1.551652 1.481518 7.626807
F4 2.314959 1.498648 8.718729
C28 1.159250 2.666125 7.035672
F5 1.554563 3.829604 7.557725
Ge1 -1.019749 1.294185 3.606334
S1 0.254331 0.315108 2.229932
C29 -1.751959 3.074590 3.147239
C30 -2.551346 3.717416 4.076357
F6 -2.736724 3.168522 5.288097
C31 -3.181587 4.920512 3.826635
F7 -3.932693 5.514667 4.755762
C32 -3.023191 5.512689 2.586521
F8 -3.621956 6.672394 2.320533
C33 -2.248213 4.895311 1.623284
F9 -2.110456 5.463237 0.422524
C34 -1.629778 3.689861 1.913671
F10 -0.914782 3.139249 0.926552
C35 -2.742331 0.336375 3.896476
C36 -3.168477 -0.306261 5.044631
F11 -2.476931 -0.214560 6.186025
C37 -4.335775 -1.051212 5.094541
F12 -4.713417 -1.659114 6.220105
C38 -5.125099 -1.156543 3.965174
F13 -6.250826 -1.868767 3.998296
C39 -4.750292 -0.502980 2.805612
F14 -5.518026 -0.587948 1.712626
C40 -3.578463 0.228591 2.800470
F15 -3.268701 0.867421 1.654962

Forces on the atoms, in the same order (eV/Å):
Sn -0.032 -0.146 0.079
N -0.109 0.110 0.059
C 0.052 -0.007 -0.046
C -0.112 -0.021 0.093
N 0.032 -0.116 0.150
C 0.013 0.070 -0.130
C -0.090 0.040 0.012
N 0.091 -0.073 0.112
C -0.015 0.033 -0.027
C -0.009 0.044 -0.008
N -0.019 -0.023 -0.049
H -0.015 -0.039 -0.080
H 0.017 -0.012 0.043
H -0.012 0.020 -0.016
H 0.004 0.015 0.039
H -0.002 -0.018 -0.012
H 0.009 -0.012 -0.007
H 0.005 -0.023 0.000
H 0.009 -0.022 -0.007
H -0.023 0.084 0.087
H 0.009 -0.008 -0.010
H 0.012 0.055 -0.115
H 0.059 -0.004 -0.025
H 0.068 -0.051 0.039
H 0.010 0.044 -0.075
H -0.025 -0.012 0.043
H -0.013 0.029 -0.046
H -0.011 -0.023 -0.025
H 0.022 -0.021 0.031
Cl -0.014 -0.060 -0.003
C -0.010 0.048 0.101
C 0.014 0.105 0.000
C -0.047 -0.119 -0.040
C -0.082 0.034 0.096
O 0.165 0.129 -0.131
C 0.088 -0.031 -0.034
C 0.033 0.026 -0.014
N -0.019 0.114 -0.019
C -0.090 0.010 0.100
C -0.130 0.080 -0.065
C -0.002 -0.027 0.051
C 0.023 0.020 0.076
C -0.037 -0.021 -0.071
C 0.030 -0.051 -0.038
C 0.002 0.037 0.030
C 0.008 -0.017 -0.037
N -0.002 0.015 -0.028
C 0.123 -0.091 0.042
C -0.006 -0.039 -0.072
H -0.002 -0.015 0.000
H -0.001 0.030 0.033
H -0.033 0.035 -0.016
H 0.035 0.011 0.005
H 0.008 0.008 0.005
H -0.009 -0.012 0.006
H -0.004 -0.001 0.002
H -0.003 -0.002 0.017
H 0.015 -0.022 0.002
H 0.007 -0.005 0.004
F -0.010 -0.048 -0.048
C -0.016 0.025 0.054
C 0.120 0.014 -0.068
C 0.011 -0.025 0.050
F -0.003 0.039 -0.062
C 0.003 -0.027 0.023
F -0.017 0.011 -0.023
C 0.044 0.003 0.086
F -0.025 0.000 -0.051
C 0.000 0.015 0.025
F -0.013 -0.014 -0.026
Ge -0.059 0.016 0.159
S -0.008 -0.029 -0.136
C 0.004 -0.013 -0.097
C -0.003 0.053 0.002
F 0.011 -0.052 0.000
C -0.015 0.022 0.028
F 0.009 -0.021 -0.014
C -0.041 0.080 -0.024
F 0.024 -0.043 0.005
C -0.005 0.025 0.011
F 0.006 -0.019 0.006
C -0.023 0.057 0.022
F 0.053 -0.070 -0.007
C 0.052 -0.086 -0.004
C -0.037 0.032 0.051
F 0.013 0.013 -0.001
C -0.025 0.004 0.012
F 0.018 0.009 -0.008
C -0.084 -0.031 0.000
F 0.038 0.023 -0.010
C -0.033 -0.015 -0.032
F 0.033 0.009 0.024
C -0.070 -0.026 -0.024
F 0.062 -0.035 -0.035